Arrangement w

This record from OMol25 describes one molecule with the formula C3H6N2O. The level of theory is wB97M-V/def2-TZVPD.

## Properties
SMILES	C/N=C(\N)C=O
HOMO level	-9.2	eV
orbital gap	9.98	eV

Atoms and positions in Å:
C1 -0.546 1.559 -0.631
N1 -0.919 0.363 0.082
C2 -0.123 -0.633 0.103
N2 0.887 -0.983 -0.741
C3 -0.224 -1.237 1.466
O1 0.767 -1.338 2.152
H1 -0.228 1.457 -1.680
H2 -1.376 2.268 -0.589
H3 0.301 1.962 -0.057
H4 1.578 -1.661 -0.456
H5 1.129 -0.369 -1.504
H6 -1.246 -1.388 1.855

=====

Arrangement x

This record from OMol25 describes one molecule with the formula C3H6N2O. The level of theory is wB97M-V/def2-TZVPD.

## Properties
SMILES	N=C=C(O)CN
HOMO level	-8.2	eV
orbital gap	8.81	eV

Atoms and positions in Å:
N1 -0.505 -2.860 -0.385
C1 -0.339 -1.663 -0.677
C2 -0.300 -0.354 -0.661
O1 -1.274 0.422 -1.234
C3 0.813 0.386 0.044
N2 0.222 1.546 0.713
H1 -1.037 -2.776 0.480
H2 -1.216 1.266 -0.746
H3 1.511 0.746 -0.716
H4 1.364 -0.293 0.714
H5 -0.147 1.300 1.627
H6 0.908 2.280 0.842

=====

Of them, the most stable is arrangement w and the least stable is arrangement x.

=====

Arrangement w

This record from OMol25 describes one molecule with the formula C3H6N2O. The level of theory is wB97M-V/def2-TZVPD.

## Properties
SMILES	N#CCCON
HOMO level	-9.4	eV
orbital gap	10.22	eV

Atoms and positions in Å:
N1 -2.500 0.478 -1.159
C1 -1.379 0.725 -0.989
C2 0.082 1.020 -1.033
C3 0.785 -0.014 -0.180
O1 -0.014 -0.041 1.069
N2 0.254 -1.224 1.866
H1 0.245 2.024 -0.631
H2 0.447 0.974 -2.063
H3 0.747 -1.001 -0.652
H4 1.811 0.279 0.060
H5 0.082 -2.000 1.223
H6 -0.559 -1.221 2.488

=====

Arrangement x

This record from OMol25 describes one molecule with the formula C3H6N2O. The level of theory is wB97M-V/def2-TZVPD.

## Properties
HOMO level (alpha / beta)	-7.8 / -7.8	eV
orbital gap (alpha / beta)	8.74 / 8.74	eV

Atoms and positions in Å:
C1 1.544 0.403 0.611
C2 -1.817 0.094 -0.250
N1 1.521 -0.817 0.046
C3 -0.316 0.158 -0.278
O1 0.238 0.689 0.956
N2 0.370 -1.025 -0.576
H1 2.304 -1.418 -0.160
H2 2.322 0.717 1.287
H3 0.399 0.997 -0.932
H4 -2.242 1.089 -0.144
H5 -2.185 -0.376 -1.160
H6 -2.137 -0.511 0.600

=====

Of them, the most stable is arrangement w and the least stable is arrangement x.

=====

Arrangement w

This record from OMol25 describes a 2-piece molecular cluster, C2H2N2O3 overall. The level of theory is wB97M-V/def2-TZVPD.

## Properties
SMILES	O=C=NO.N=C=O
HOMO level	-10.2	eV
orbital gap	10.48	eV

Atoms and positions in Å:
O1 1.218 -2.225 -0.966
C1 1.289 -1.312 -0.243
N1 1.347 -0.616 0.712
O2 1.393 0.761 0.892
H1 0.615 0.958 1.503
N2 -1.667 0.087 -0.933
C2 -1.441 0.807 0.019
O3 -1.210 1.387 0.966
H2 -1.545 0.153 -1.949

=====

Arrangement x

This record from OMol25 describes a 2-piece molecular cluster, C2H2N2O3 overall. The level of theory is wB97M-V/def2-TZVPD.

## Properties
HOMO level	-9.8	eV
orbital gap	10.15	eV

Atoms and positions in Å:
C1 -1.268 -1.166 -0.494
C2 1.039 0.774 -0.190
N1 -2.070 -0.555 0.092
N2 1.774 -0.166 -0.311
O1 0.179 1.511 -0.136
O2 -2.954 0.381 0.476
O3 2.938 -0.539 0.270
H1 -2.644 1.287 0.228
H2 3.006 -1.527 0.066

=====

Arrangement y

This record from OMol25 describes a 3-piece molecular cluster, C2H2N2O3 overall. The level of theory is wB97M-V/def2-TZVPD.

## Properties
HOMO level (alpha / beta)	-7.3 / -7.3	eV
orbital gap (alpha / beta)	7.36 / 7.35	eV

Atoms and positions in Å:
C1 -0.351 -0.486 1.208
C2 -3.450 1.017 -0.528
N1 0.434 -0.230 0.315
N2 -2.207 -1.548 0.336
O1 -2.032 -2.580 -0.155
O2 -3.352 0.294 -1.422
O3 -3.716 1.841 0.248
H1 -0.552 -0.218 2.265
H2 1.428 0.027 0.495

=====

Arrangement z

This record from OMol25 describes a 2-piece molecular cluster, C2H2N2O3 overall. The level of theory is wB97M-V/def2-TZVPD.

## Properties
HOMO level	-9.6	eV
orbital gap	8.92	eV

Atoms and positions in Å:
C1 -0.452 0.347 0.211
C2 0.370 -0.308 -0.589
H1 -0.175 1.799 1.791
H2 0.255 0.596 -2.117
N1 -0.684 -0.557 1.160
N2 -0.241 -1.754 0.958
O1 -0.538 1.676 0.506
O2 0.465 -1.579 -0.129
O3 1.000 -0.219 -1.790

=====

Of them, the most stable is arrangement w and the least stable is arrangement x.

=====

Arrangement w

This record from OMol25 describes one molecule with the formula C5H5NO2. The level of theory is wB97M-V/def2-TZVPD.

## Properties
SMILES	C=C(C#N)C(=O)OC
HOMO level	-9.4	eV
orbital gap	8.65	eV

Atoms and positions in Å:
C1 0.387 0.821 -1.779
C2 -0.104 0.005 -0.825
C3 -1.507 -0.077 -0.583
N1 -2.626 -0.152 -0.330
C4 0.685 -1.249 -0.391
O1 1.507 -1.926 -0.870
O2 0.955 -0.281 0.856
C5 0.048 0.089 1.883
H1 -0.281 1.364 -2.429
H2 1.440 0.825 -2.013
H3 -0.343 1.089 1.680
H4 -0.782 -0.617 1.991
H5 0.621 0.108 2.810

=====

Arrangement x

This record from OMol25 describes one molecule with the formula C5H5NO2. The level of theory is wB97M-V/def2-TZVPD.

## Properties
SMILES	Cc1onc2c1CO2
HOMO level	-9.3	eV
orbital gap	9.68	eV

Atoms and positions in Å:
C1 0.726 -0.117 1.911
C2 0.258 -0.649 0.598
O1 0.252 -1.967 0.211
N1 -0.175 -2.009 -1.127
C3 -0.091 -0.732 -1.444
C4 0.021 0.214 -0.460
C5 -0.776 1.236 -1.370
O2 -0.765 0.022 -2.343
H1 0.564 -0.977 2.768
H2 1.949 0.317 1.777
H3 0.249 0.950 2.040
H4 -1.851 1.493 -0.838
H5 -0.361 2.220 -1.724

=====

Arrangement y

This record from OMol25 describes C5H5NO2 as an isolated structure. The level of theory is wB97M-V/def2-TZVPD.

## Properties
HOMO level (alpha / beta)	-8.4 / -7.4	eV
orbital gap (alpha / beta)	8.80 / 7.49	eV

Atoms and positions in Å:
C1 1.645 -0.574 -0.016
C2 0.326 -0.567 -0.767
C3 0.342 0.928 -0.381
C4 -0.925 -1.168 -0.158
C5 -1.434 -0.221 0.856
N1 1.598 0.801 0.250
O1 2.654 -1.202 0.165
O2 -2.111 -0.434 -0.320
H1 0.470 -0.646 -1.784
H2 -0.198 1.801 -0.443
H3 -1.172 -2.236 0.113
H4 -1.918 -0.553 1.754
H5 2.316 1.563 0.370

=====

Of them, the most stable is arrangement w and the least stable is arrangement x.

=====

Arrangement w

This record from OMol25 describes an isolated ion of composition C4H13N2Si and charge +1. The level of theory is wB97M-V/def2-TZVPD.

## Properties
SMILES	CN/C=C(\[SiH3])[NH2+]C
charge	+1
HOMO level	-12.7	eV
orbital gap	9.63	eV

Atoms and positions in Å:
C1 -1.324 -2.965 -0.397
N1 -0.197 -2.016 -0.490
C2 -0.295 -0.875 0.233
C3 0.400 0.230 0.114
Si1 1.882 0.680 -0.980
N2 0.202 1.267 1.165
C4 -0.344 2.486 0.619
H1 -2.190 -2.485 -0.113
H2 -1.164 -3.797 0.327
H3 -1.552 -3.268 -1.353
H4 0.544 -2.276 -1.181
H5 -0.915 -0.902 1.122
H6 3.005 -0.183 -1.489
H7 2.706 1.595 -0.147
H8 1.569 1.738 -2.069
H9 -0.555 0.984 1.762
H10 1.072 1.375 1.654
H11 0.499 3.198 0.301
H12 -0.855 2.472 -0.328
H13 -0.923 2.945 1.389

=====

Arrangement x

This record from OMol25 describes an isolated ion of composition C4H13N2Si and charge +1. The level of theory is wB97M-V/def2-TZVPD.

## Properties
SMILES	CN[SiH2]C/C=[NH+]/C
charge	+1
HOMO level	-13.0	eV
orbital gap	8.63	eV

Atoms and positions in Å:
C1 -2.432 0.944 0.682
N1 -2.279 0.334 -0.614
Si1 -1.112 -0.933 -0.836
C2 -0.113 -1.001 0.896
C3 0.858 0.100 0.629
N2 2.033 -0.186 0.043
C4 3.076 0.555 -0.677
H1 -1.532 1.457 0.953
H2 -3.189 1.749 0.464
H3 -2.780 0.338 1.497
H4 -3.116 0.242 -1.060
H5 -1.588 -2.312 -0.988
H6 -0.125 -0.443 -1.766
H7 -0.647 -0.728 1.893
H8 0.336 -2.020 0.749
H9 0.550 1.102 0.712
H10 2.095 -1.184 -0.037
H11 3.361 -0.009 -1.605
H12 4.002 0.482 -0.054
H13 2.603 1.512 -0.880

=====

Of them, the most stable is arrangement x and the least stable is arrangement w.

=====

Arrangement w

This record from OMol25 describes one molecule with the formula C4H7N3O2. The level of theory is wB97M-V/def2-TZVPD.

## Properties
SMILES	[H]/N=C(/ONC=O)N1CC1
HOMO level	-9.9	eV
orbital gap	10.69	eV

Atoms and positions in Å:
H1 -0.387 2.538 -0.622
N1 0.349 1.991 -0.246
C1 -0.131 0.804 -0.111
O1 0.529 -0.209 0.504
N2 1.896 0.041 0.659
C2 2.796 -0.536 -0.230
O2 3.930 -0.160 -0.244
N3 -1.384 0.419 -0.397
C3 -1.730 -1.015 -0.571
C4 -2.165 -0.299 0.613
H2 2.091 0.978 1.066
H3 2.343 -1.294 -0.796
H4 -2.346 -1.180 -1.406
H5 -0.961 -1.766 -0.468
H6 -3.151 0.121 0.704
H7 -1.679 -0.433 1.544

=====

Arrangement x

This record from OMol25 describes one molecule with the formula C4H7N3O2. The level of theory is wB97M-V/def2-TZVPD.

## Properties
SMILES	C/C(=N/C=N/O)NC=O
HOMO level	-9.0	eV
orbital gap	9.59	eV

Atoms and positions in Å:
C1 -2.281 -1.769 -0.177
C2 -1.148 -0.856 0.037
N1 0.053 -1.311 -0.111
C3 1.206 -0.733 0.356
N2 2.022 -0.150 -0.449
O1 3.267 -0.010 0.141
N3 -1.450 0.484 0.319
C4 -0.690 1.620 -0.005
O2 -1.070 2.759 -0.118
H1 -3.024 -1.903 0.650
H2 -2.892 -1.520 -1.050
H3 -1.786 -2.768 -0.317
H4 1.566 -0.869 1.393
H5 3.725 0.194 -0.687
H6 -2.462 0.697 0.408
H7 0.391 1.453 -0.155

=====

Arrangement y

This record from OMol25 describes one molecule with the formula C4H7N3O2. The level of theory is wB97M-V/def2-TZVPD.

## Properties
SMILES	[H]/N=C\NC(=C)N(O)C=O
HOMO level	-8.5	eV
orbital gap	8.97	eV

Atoms and positions in Å:
H1 -2.234 1.010 0.716
N1 -2.886 0.186 0.761
C1 -2.259 -0.818 0.275
N2 -0.928 -0.913 -0.153
C2 -0.074 0.129 -0.266
C3 -0.409 1.394 -0.551
N3 1.268 -0.215 -0.043
O1 1.551 -1.552 -0.305
C4 2.399 0.567 0.282
O2 3.379 -0.037 0.676
H2 -2.744 -1.799 0.290
H3 -0.638 -1.857 -0.312
H4 -1.346 1.593 -1.174
H5 0.137 2.307 -0.376
H6 2.547 -1.626 -0.160
H7 2.236 1.633 0.339

=====

Of them, the most stable is arrangement x and the least stable is arrangement w.

=====

Arrangement w

This record from OMol25 describes one molecule with the formula C5H8N2. The level of theory is wB97M-V/def2-TZVPD.

## Properties
HOMO level	-8.1	eV
orbital gap	8.99	eV

Atoms and positions in Å:
C1 0.184 1.026 -0.565
C2 0.807 -0.553 1.108
N1 0.482 -1.810 1.116
C3 -1.133 0.868 0.101
C4 -2.132 0.145 -0.386
N2 2.598 0.163 -0.327
C5 1.384 0.099 0.009
H1 0.061 -2.212 1.943
H2 0.643 -2.455 0.343
H3 2.808 0.820 -1.076
H4 0.126 0.765 -1.626
H5 0.553 2.052 -0.472
H6 -1.233 1.356 1.063
H7 -3.078 0.062 0.126
H8 -2.071 -0.325 -1.357

=====

Arrangement x

This record from OMol25 describes a 2-piece molecular cluster, C5H8N2 overall. The level of theory is wB97M-V/def2-TZVPD.

## Properties
HOMO level	-7.4	eV
orbital gap	6.83	eV

Atoms and positions in Å:
C1 0.331 1.656 1.418
N1 0.140 0.905 0.399
C2 -0.876 1.189 -0.603
C3 -0.788 0.186 -1.475
C4 0.276 -0.730 -0.999
N2 0.630 -1.850 -1.756
C5 0.880 -0.318 0.155
H1 0.009 -1.145 3.052
H2 1.118 1.369 2.109
H3 -0.281 2.539 1.571
H4 -1.489 2.076 -0.538
H5 -1.382 0.067 -2.373
H6 -0.160 -2.384 -2.098
H7 1.259 -2.448 -1.235
H8 0.333 -1.112 2.374

=====

Of them, the most stable is arrangement w and the least stable is arrangement x.